DFT (ωB97M-V/def2-TZVPD) results for a molecular structure, C22H18N4O2S5Ta at a distorted geometry.

Results
Electronic energy   -88884.69658 eV
HOMO   -11.0 eV
Molar mass   711.70 g/mol
Net charge   +1
Strongest force on any atom   4.12 eV/Å
Kohn-Sham gap   6.295 eV
LUMO level   -4.740 eV

Atoms and positions in Å:
Ta (11.43198, 11.24144, 8.01306)
S (13.99758, 9.65314, 4.54762)
C (13.03980, 10.42812, 5.60291)
S (13.52437, 10.30862, 7.31798)
S (11.51150, 11.24353, 5.52384)
C (4.61480, 12.49916, 12.28392)
C (5.71748, 12.33417, 11.26270)
C (5.95007, 13.39031, 10.34002)
C (6.90574, 13.28336, 9.37566)
C (7.58975, 12.03780, 9.24863)
C (7.29372, 10.93987, 10.09756)
C (6.46084, 11.16515, 11.17324)
S (8.78327, 12.10290, 7.92991)
O (8.14355, 12.52778, 6.72067)
O (9.95646, 12.88214, 8.43050)
N (9.43894, 10.65601, 7.92718)
C (8.94598, 9.48446, 7.51170)
C (7.69496, 9.18711, 6.96418)
C (7.41612, 7.92348, 6.47659)
C (8.42700, 6.92574, 6.45781)
C (9.74251, 7.19188, 6.95310)
C (10.74552, 6.18941, 7.04465)
C (11.95822, 6.55114, 7.60043)
C (12.13566, 7.90309, 8.06621)
N (11.17084, 8.84669, 8.00746)
C (9.94100, 8.46057, 7.54206)
H (3.67872, 12.01369, 11.85233)
H (4.44162, 13.59583, 12.43272)
H (4.91905, 12.00563, 13.21501)
H (5.30393, 14.25965, 10.34952)
H (7.08832, 14.17551, 8.76405)
H (7.54086, 9.90014, 9.76456)
H (6.41116, 10.47052, 12.02542)
H (7.00157, 9.98236, 7.10846)
H (6.42541, 7.73718, 6.20462)
H (8.22867, 5.88932, 6.20299)
H (10.49633, 5.09660, 6.86237)
H (12.84217, 5.93761, 7.81655)
H (13.08800, 8.21730, 8.54344)
C (11.08650, 12.99172, 14.03606)
C (11.22200, 12.28257, 12.73384)
C (10.59413, 11.05646, 12.49920)
C (10.73164, 10.43134, 11.30406)
N (11.40757, 11.05245, 10.31088)
C (11.98216, 12.28698, 10.58180)
S (12.90858, 12.92197, 9.30703)
N (11.91777, 12.91539, 11.77419)
H (10.41798, 12.53507, 14.77631)
H (10.81137, 14.05934, 13.77618)
H (12.06367, 13.08708, 14.52896)
H (10.15435, 10.50383, 13.35625)
H (10.45940, 9.38364, 11.02490)

These are the natural (NBO) partial charges, in e, on atoms 1 to 5: 1.64 0.15 -0.51 -0.06 0.02


DFT (ωB97M-V/def2-TZVPD) results for C26H29N3O6 in the gas phase at a distorted geometry.

Results
Electronic energy   -44188.45729 eV
HOMO   -8.4 eV
Molar mass   479.53 g/mol
Strongest force on any atom   1.30 eV/Å
Kohn-Sham gap   8.980 eV
SMILES   CCOc1ccc(N(C(=O)CNC(=O)c2ccco2)[C@@H](C(=O)NC2CCCC2)c2ccco2)cc1
LUMO level   0.571 eV

Atoms and positions in Å:
C (-6.18674, -3.83064, -2.07119)
C (-5.40382, -3.09927, -0.99230)
O (-4.18245, -2.67194, -1.56472)
C (-3.30497, -1.97161, -0.80636)
C (-2.13343, -1.56432, -1.45062)
C (-1.17653, -0.83542, -0.78039)
C (-1.36734, -0.50288, 0.55699)
N (-0.41913, 0.29669, 1.25785)
C (0.62292, -0.20091, 1.95304)
O (1.38327, 0.49233, 2.60087)
C (0.84519, -1.71831, 1.86248)
N (2.24673, -1.95167, 1.59462)
C (2.80525, -1.34030, 0.52494)
O (2.13798, -0.76111, -0.32105)
C (4.26179, -1.46054, 0.43398)
C (5.12932, -0.97651, -0.51275)
C (6.42046, -1.36098, -0.09515)
C (6.24827, -2.04676, 1.07011)
O (4.95325, -2.11363, 1.40042)
C (-0.65916, 1.73873, 1.30723)
C (-0.11578, 2.52462, 0.08755)
O (-0.51010, 3.65395, -0.12149)
N (0.80655, 1.90047, -0.65098)
C (1.40880, 2.53840, -1.80383)
C (0.74601, 2.06523, -3.11928)
C (1.88283, 1.53640, -3.99539)
C (2.92467, 1.06394, -2.98668)
C (2.89208, 2.16085, -1.92508)
C (-2.10985, 2.05009, 1.47361)
C (-2.82398, 2.44527, 2.56702)
C (-4.16306, 2.58986, 2.13135)
C (-4.15756, 2.27164, 0.80900)
O (-2.92363, 1.94293, 0.40396)
C (-2.51772, -0.92384, 1.20758)
C (-3.48521, -1.65015, 0.53582)
H (-5.61889, -4.68630, -2.42589)
H (-6.37045, -3.16567, -2.91040)
H (-7.13681, -4.17277, -1.67116)
H (-5.20841, -3.77070, -0.14446)
H (-5.97355, -2.23220, -0.63068)
H (-2.00330, -1.83022, -2.48754)
H (-0.26821, -0.54078, -1.28023)
H (0.57906, -2.18112, 2.81282)
H (0.24629, -2.15121, 1.05807)
H (2.84884, -2.23837, 2.34960)
H (4.86274, -0.41915, -1.38614)
H (7.34678, -1.15524, -0.59018)
H (6.94783, -2.51757, 1.73277)
H (-0.11146, 2.11197, 2.18290)
H (1.13648, 0.97042, -0.42342)
H (1.27014, 3.61322, -1.65952)
H (0.19472, 2.87044, -3.60087)
H (0.03819, 1.26722, -2.89341)
H (1.55352, 0.74233, -4.66416)
H (2.29755, 2.34430, -4.60092)
H (2.61463, 0.11800, -2.54174)
H (3.91109, 0.94129, -3.43398)
H (3.46629, 3.02512, -2.26105)
H (3.29259, 1.82975, -0.96801)
H (-2.44170, 2.61833, 3.55218)
H (-5.00373, 2.89241, 2.72132)
H (-4.93788, 2.24459, 0.07459)
H (-2.66455, -0.67120, 2.24749)
H (-4.37286, -1.95283, 1.06800)

These are the natural (NBO) partial charges, in e, on atoms 1 to 5: -0.62 -0.06 -0.50 0.32 -0.24


DFT (ωB97M-V/def2-TZVPD) results for 2 unconnected molecules or ions with the total composition C9H14N2O2S at a distorted geometry.

Results
Electronic energy   -27469.35775 eV
HOMO   -9.4 eV
Molar mass   214.29 g/mol
Strongest force on any atom   4.06 eV/Å
Kohn-Sham gap   10.098 eV
LUMO level   0.705 eV

Atoms and positions in Å:
C (1.00002, -0.16521, 0.71019)
C (-1.75357, -2.39838, 2.54824)
C (1.79595, 1.14078, 2.63771)
C (-0.30370, 2.20806, -0.68974)
C (-1.82760, 1.26058, 1.06288)
C (0.38387, -2.50445, -0.97183)
C (1.09654, -0.49542, -2.24920)
C (-1.05516, 0.96865, -0.18767)
C (0.04755, -1.01102, -1.28459)
N (0.96769, 0.81604, 1.81386)
N (-0.08348, -0.18168, -0.05015)
O (2.00469, -0.87217, 0.74759)
O (-1.48745, -2.31303, 3.63765)
S (2.75287, 1.68056, 3.75918)
H (0.30642, 2.56112, 0.08000)
H (0.34737, 2.03040, -1.56913)
H (-0.92240, 3.06861, -0.90294)
H (-2.44612, 0.34973, 1.26049)
H (-2.41457, 2.05897, 0.73338)
H (-1.32020, 1.56435, 1.92837)
H (0.46672, -2.91515, -1.97301)
H (1.31632, -2.50483, -0.45411)
H (-0.41143, -2.90251, -0.41391)
H (1.99113, 0.03389, -1.74145)
H (0.67705, 0.20687, -2.88514)
H (1.51371, -1.31411, -2.96416)
H (-1.78321, 0.63726, -0.85025)
H (-0.85903, -1.00791, -1.73225)

These are the natural (NBO) partial charges, in e, on atoms 1 to 5: 0.80 0.50 0.29 -0.63 -0.61


DFT (ωB97M-V/def2-TZVPD) results for C7H10 in the gas phase.

Results
Electronic energy   -7418.99186 eV
HOMO   -8.6 eV
Molar mass   94.16 g/mol
Strongest force on any atom   0.34 eV/Å
Kohn-Sham gap   9.755 eV
SMILES   C/C=C1/C[C@H]2C[C@@H]12
LUMO level   1.174 eV

Atoms and positions in Å:
C (2.17667, 1.04911, -0.90520)
C (0.95636, 0.26363, -1.29229)
C (-0.04945, -0.02062, -0.47358)
C (-1.36229, -0.77816, -0.65113)
C (-1.73181, -0.36075, 0.77832)
C (-0.70699, -0.84970, 1.74699)
C (-0.40187, 0.37742, 0.92820)
H (2.21388, 2.03039, -1.39427)
H (3.08523, 0.50955, -1.19881)
H (2.21689, 1.20494, 0.17805)
H (0.91001, -0.11018, -2.31572)
H (-2.00598, -0.33309, -1.41673)
H (-1.28923, -1.85794, -0.83036)
H (-2.71529, -0.03252, 1.09857)
H (-0.16388, -1.77504, 1.56111)
H (-0.92524, -0.65698, 2.79467)
H (-0.20699, 1.33996, 1.39217)

These are the natural (NBO) partial charges, in e, on atoms 1 to 5: -0.64 -0.21 0.03 -0.43 -0.21


DFT (ωB97M-V/def2-TZVPD) results for 2 unconnected molecules or ions with the total composition C10H19BrF5IO4P at a distorted geometry.

Results
Electronic energy   -119883.06231 eV
HOMO   -5.2 eV
Molar mass   536.03 g/mol
Net charge   -1
Strongest force on any atom   4.74 eV/Å
Kohn-Sham gap   7.628 eV
LUMO level   2.439 eV

Atoms and positions in Å:
C (-2.35061, 2.53131, -6.06021)
C (-1.01041, 2.94485, -5.16604)
F (-1.42078, 4.07047, -4.25908)
P (-0.55381, 1.39305, -4.08687)
Br (0.32791, 2.93699, -2.67555)
O (1.09057, 1.22093, -4.64767)
C (1.88663, 0.37515, -3.69781)
C (0.87694, -0.45262, -2.70773)
I (0.81830, -2.46991, -3.66118)
C (1.34031, -0.84975, -1.18724)
F (1.38712, -2.32382, -0.96187)
F (2.76335, -0.37460, -1.02799)
C (0.48830, -0.12947, 0.01374)
F (0.88996, 1.31813, 0.16691)
F (-0.97773, -0.33057, -0.04531)
O (-0.49095, 0.01747, -2.97420)
H (-2.06818, 2.38917, -7.20006)
H (-2.83152, 1.53859, -5.63927)
H (-3.19708, 3.34682, -6.03304)
H (-0.11048, 3.30181, -5.84283)
H (-0.94926, 0.50414, -5.17562)
H (-1.88949, 1.55137, -3.57049)
H (2.89874, 0.80324, -3.29631)
H (2.24193, -0.48553, -4.44413)
H (0.84948, -0.64298, 1.02934)
C (-1.65730, -0.72353, 5.85052)
O (-0.75452, -1.65520, 6.43993)
C (-0.42226, -2.73127, 5.55820)
C (0.88893, -2.47209, 4.80363)
O (0.79623, -1.33008, 3.95216)
C (1.29030, -0.14344, 4.56829)
H (-1.57118, 0.22239, 6.39262)
H (-1.44879, -0.52999, 4.79732)
H (-2.67802, -1.10085, 5.94552)
H (-1.24656, -2.92695, 4.86340)
H (-0.29410, -3.62500, 6.17943)
H (1.09367, -3.33406, 4.16021)
H (1.73217, -2.36760, 5.49621)
H (2.38053, -0.10679, 4.47082)
H (1.02265, -0.07604, 5.62424)
H (0.85902, 0.71623, 4.04799)

These are the natural (NBO) partial charges, in e, on atoms 1 to 5: -0.68 -0.09 -0.43 1.25 -0.38


DFT (ωB97M-V/def2-TZVPD) results for a molecular structure, C19H36CaF12O18P2 at a distorted geometry.

Results
Electronic energy   -126771.82590 eV
HOMO   -10.8 eV
Molar mass   882.48 g/mol
Strongest force on any atom   5.61 eV/Å
Kohn-Sham gap   5.831 eV
LUMO level   -4.926 eV

Atoms and positions in Å:
Ca (9.90310, -8.59438, -14.70192)
P (14.78476, -4.84684, -14.87327)
F (15.21003, -5.87398, -16.05665)
F (13.43561, -5.77446, -14.49740)
F (15.69591, -5.72217, -13.82474)
F (14.30202, -3.71159, -13.77132)
F (16.11383, -3.98563, -15.27609)
F (13.94898, -3.97834, -15.98646)
P (5.84828, -12.03483, -12.50257)
F (5.37631, -10.69665, -13.30456)
F (4.31020, -12.48567, -12.59137)
F (6.21955, -12.78484, -13.85711)
F (6.19555, -13.40148, -11.71294)
F (7.39598, -11.51613, -12.41049)
F (5.57596, -11.24683, -11.13781)
C (8.10745, 0.46800, -18.34662)
C (8.81826, -0.39313, -17.40108)
C (8.37267, -0.26151, -15.92590)
O (8.48178, -1.50172, -15.43716)
C (8.67282, -2.33593, -16.50486)
O (8.74895, -3.58229, -16.40987)
O (8.57976, -1.65555, -17.64940)
H (8.36066, 1.49160, -18.07051)
H (7.03222, 0.30666, -18.42371)
H (8.59165, 0.17531, -19.27828)
H (9.89171, -0.23506, -17.50509)
H (7.35986, 0.14116, -15.91277)
H (9.08704, 0.42220, -15.46729)
C (11.06794, -15.51849, -18.50614)
O (11.21366, -14.28292, -17.81696)
C (10.97969, -14.15426, -16.54524)
O (10.80955, -13.08722, -15.94286)
O (10.93235, -15.37353, -15.93685)
C (10.56906, -15.52294, -14.56086)
H (11.95016, -15.65585, -19.13137)
H (10.25663, -15.48616, -19.23335)
H (11.00813, -16.45734, -17.95561)
H (9.67449, -14.96146, -14.29143)
H (11.41988, -15.18460, -13.96948)
H (10.42000, -16.59512, -14.43318)
C (6.07603, -10.97327, -19.57048)
O (5.14800, -10.18513, -18.87510)
C (5.44146, -9.19212, -18.02234)
O (6.52855, -8.99975, -17.49854)
O (4.36134, -8.49373, -17.69303)
C (4.32032, -7.37776, -16.88371)
H (6.72950, -11.37613, -18.79667)
H (6.62387, -10.41974, -20.33309)
H (5.51065, -11.81190, -19.97686)
H (3.33923, -6.90339, -16.90704)
H (5.10806, -6.75617, -17.30935)
H (4.69672, -7.46544, -15.86452)
C (11.37494, -10.95671, -8.40477)
O (12.38640, -11.61252, -9.17462)
C (12.69120, -11.26006, -10.48245)
O (12.21556, -10.23981, -11.05962)
O (13.85676, -11.92470, -10.92642)
C (14.55393, -12.88919, -10.07713)
H (10.39988, -10.93905, -8.89165)
H (11.79190, -9.97572, -8.17698)
H (11.31458, -11.43268, -7.42604)
H (15.21936, -13.53200, -10.65342)
H (13.89705, -13.55104, -9.51273)
H (15.06933, -12.34686, -9.28445)
C (5.42646, -3.47011, -10.73179)
O (6.02898, -4.67007, -11.25124)
C (7.30289, -5.05573, -10.91965)
O (7.89974, -5.86934, -11.68343)
O (7.85501, -4.25272, -9.94039)
C (9.23797, -4.26323, -9.69936)
H (4.70812, -3.23264, -11.51645)
H (6.17171, -2.70095, -10.52909)
H (5.05068, -3.52575, -9.71013)
H (9.88175, -4.90703, -10.29867)
H (9.60241, -4.52515, -8.70604)
H (9.50818, -3.21121, -9.79065)
C (14.15436, -9.89297, -19.13352)
O (13.40198, -9.07737, -19.99723)
C (12.25216, -8.57108, -19.56117)
O (11.81729, -8.62561, -18.36508)
O (11.66137, -7.98609, -20.61748)
C (10.39345, -7.28334, -20.48509)
H (13.85534, -10.33332, -18.18232)
H (15.11302, -9.37450, -19.14951)
H (14.31500, -10.74986, -19.78776)
H (10.40785, -6.75213, -21.43677)
H (10.33230, -6.44950, -19.78575)
H (9.65518, -8.06864, -20.32269)

These are the Löwdin partial charges, in e, on atoms 1 to 5: 1.92 0.23 -0.19 -0.25 -0.19